Density functional theory data (ωB97M-V with the def2-TZVPD basis set) for C10H20ClO2PSSiZn as an isolated structure.

Atoms and positions in Å:
1 Zn -2.0981 1.1866 -2.4716
2 Cl 2.4029 -3.8815 1.2443
3 S 1.3761 1.4851 -2.8463
4 P 1.6632 1.8800 -0.9339
5 Si 0.9686 0.1621 0.3923
6 O 3.1736 2.1935 -0.5997
7 O 0.8987 3.2129 -0.4687
8 C -0.0595 -0.9836 -0.6234
9 C -4.1763 0.0782 -0.7760
10 C -2.3459 0.3534 1.0975
11 C -0.6870 -1.8616 -1.1664
12 C 0.0800 0.8926 1.8830
13 C 2.6677 -3.0587 -0.3051
14 C 3.2029 -1.6356 -0.1456
15 C -1.3099 1.4290 1.4989
16 C 2.5096 -0.7863 0.9294
17 C -2.7241 0.4799 -0.3874
18 H 4.2511 -1.7200 0.1484
19 H 0.0191 0.1342 2.6656
20 H 1.7615 -3.0868 -0.9033
21 H 3.4109 -3.6404 -0.8457
22 H -1.3172 -2.6710 -1.4715
23 H -2.0197 -0.1520 -0.9705
24 H 0.6892 1.7250 2.2436
25 H -0.0172 3.1833 -0.7746
26 H 2.1835 -1.3724 1.7917
27 H -1.7372 1.9560 2.3533
28 H -2.5738 1.5809 -0.6377
29 H -1.9486 -0.6475 1.2550
30 H 3.7296 2.2179 -1.3964
31 H -4.2280 -0.5919 -1.6392
32 H -4.7767 0.9582 -1.0150
33 H -1.2125 2.1855 0.7150
34 H -4.6754 -0.4190 0.0517
35 H 3.2033 -1.1557 -1.1286
36 H -3.2484 0.4758 1.6936
37 H 3.2023 -0.0273 1.3036

Properties
orbital gap	3.5	eV
2S+1	1
maximum force	2.0	eV Å⁻¹
energy above the lowest of the compared OMol25 structures with the same formula, charge and spin	0.0	kJ/mol
net charge	+2
HOMO level	-15.33	eV
total energy	-3811.34218	Eh

Formally, the Löwdin partial charges of the atoms, in units of the elementary charge, are as follows:
1. Zn 1.17
2. Cl 0.62
3. S 0.40
4. P 0.18
5. Si 0.55
6. O -0.15
7. O -0.21
8. C -0.21
9. C -0.06
10. C -0.14
11. C 0.09
12. C -0.23
13. C -0.59
14. C -0.30
15. C -0.23
16. C -0.28
17. C -0.35
18. H 0.12
19. H 0.10
20. H 0.04
21. H 0.08
22. H 0.08
23. H -0.01
24. H 0.10
25. H 0.04
26. H 0.05
27. H 0.13
28. H 0.08
29. H 0.13
30. H 0.11
31. H 0.08
32. H 0.09
33. H 0.07
34. H 0.10
35. H 0.10
36. H 0.14
37. H 0.09



Density functional theory data (ωB97M-V with the def2-TZVPD basis set) for C10H20CrNO6 as an isolated structure.

Atoms and positions in Å:
1 Cr -0.3292 -0.2946 0.0274
2 O -0.0783 0.3367 -1.8276
3 O -1.6384 -3.9444 0.2051
4 O 0.2753 0.0588 1.9113
5 O 1.6675 -0.3672 -0.0942
6 O -0.4166 -2.0666 0.0916
7 O -0.3726 1.7525 0.1393
8 N -2.4403 -0.4674 0.1832
9 C -1.5945 -2.7726 0.0686
10 C 2.2536 -1.1136 0.9942
11 C 1.3853 -0.8312 2.2434
12 C 1.3114 0.2713 -2.3014
13 C -2.7882 -1.8715 -0.1892
14 C 0.4890 1.4543 2.2721
15 C -1.0085 2.4356 -0.9503
16 C -0.5026 2.2695 1.4771
17 C 2.0262 -0.7420 -1.4399
18 C -0.8005 1.5417 -2.1984
19 H -3.0096 -1.9177 -1.2561
20 H 0.3425 1.5680 3.3450
21 H -0.2365 2.0605 -2.9696
22 H -1.7478 1.2229 -2.6264
23 H -3.0117 0.1684 -0.3668
24 H 2.2314 -2.1756 0.7521
25 H -2.0693 2.5752 -0.7336
26 H -3.6559 -2.2446 0.3501
27 H -1.5307 2.1420 1.8236
28 H 1.3073 -0.0174 -3.3508
29 H 0.9294 -1.7469 2.6084
30 H 3.2825 -0.7830 1.1253
31 H -0.5472 3.4149 -1.0736
32 H -2.7248 -0.3145 1.1488
33 H 1.6955 -1.7655 -1.6282
34 H 1.5081 1.7304 1.9989
35 H -0.2383 3.3269 1.5045
36 H 3.1042 -0.6655 -1.5845
37 H 1.9621 -0.3750 3.0443
38 H 1.7505 1.2613 -2.1778

Properties
⟨S²⟩	0.7541
orbital gap (spin up / spin down)	8.8 / 9.4	eV
2S+1	2
maximum force	0.2	eV Å⁻¹
net charge	+2
HOMO level (spin up / spin down)	-16.80 / -16.78	eV
total energy	-1943.11386	Eh

Formally, the Löwdin partial charges of the atoms, in units of the elementary charge, are as follows:
1. Cr 0.96
2. O -0.23
3. O 0.21
4. O -0.22
5. O -0.24
6. O -0.12
7. O -0.25
8. N 0.02
9. C -0.50
10. C -0.07
11. C -0.06
12. C -0.06
13. C -0.07
14. C -0.08
15. C -0.08
16. C -0.08
17. C -0.09
18. C -0.06
19. H 0.15
20. H 0.16
21. H 0.15
22. H 0.15
23. H 0.12
24. H 0.15
25. H 0.14
26. H 0.15
27. H 0.15
28. H 0.16
29. H 0.15
30. H 0.15
31. H 0.15
32. H 0.13
33. H 0.15
34. H 0.16
35. H 0.16
36. H 0.16
37. H 0.15
38. H 0.16



Density functional theory data (ωB97M-V with the def2-TZVPD basis set) for C10H20CrNO7 as an isolated structure.

Atoms and positions in Å:
1 Cr -0.3917 -1.0095 0.9595
2 O 0.8651 0.4957 1.6841
3 O -1.9220 0.2410 1.6246
4 O 1.5687 -1.5212 1.9651
5 O -1.7231 -1.9889 -0.2887
6 O -0.0548 2.9599 -1.6474
7 O 0.3583 -2.5895 -0.2445
8 O -1.3811 -1.5028 2.7634
9 N -0.2820 0.3005 -0.7496
10 C 0.7747 1.9761 -2.1996
11 C 1.9730 -0.1490 -1.6612
12 C 2.9415 0.2313 2.8745
13 C -0.8145 -2.7951 -0.6652
14 C -3.4170 -0.3767 3.4084
15 C -0.3083 4.0158 -2.5235
16 C -2.1919 -0.5381 2.5929
17 C 1.0123 0.9175 -1.1562
18 C -1.1195 -3.8890 -1.6046
19 C 1.7528 -0.2942 2.1573
20 H -0.9736 4.7295 -2.0419
21 H -0.8842 1.1112 -0.5569
22 H -0.7331 -0.0119 -1.6141
23 H 1.4896 -0.8266 -2.3701
24 H 0.2961 1.5005 -3.0790
25 H 1.4951 1.3555 -0.2884
26 H -0.3701 -3.9604 -2.3892
27 H 0.6049 4.5668 -2.7957
28 H 2.8224 0.2180 3.9553
29 H -0.7754 3.6751 -3.4591
30 H -4.2017 0.0190 2.7663
31 H -3.7136 -1.3673 3.7549
32 H 1.7203 2.4035 -2.5585
33 H 3.8071 -0.3878 2.6453
34 H 3.1255 1.2538 2.5419
35 H 2.8285 0.3126 -2.1549
36 H -2.1162 -3.7531 -2.0191
37 H 2.3343 -0.7439 -0.8230
38 H -3.2976 0.2669 4.2751
39 H -1.0986 -4.8455 -1.0785

Properties
⟨S²⟩	3.7774
orbital gap (spin up / spin down)	9.2 / 10.4	eV
2S+1	4
maximum force	2.3	eV Å⁻¹
energy above the lowest of the compared OMol25 structures with the same formula, charge and spin	1.3	kJ/mol
net charge	0
HOMO level (spin up / spin down)	-8.90 / -9.82	eV
total energy	-2019.08876	Eh

Formally, the Löwdin partial charges of the atoms, in units of the elementary charge, are as follows:
1. Cr 1.10
2. O -0.09
3. O -0.06
4. O -0.04
5. O -0.06
6. O -0.17
7. O -0.05
8. O -0.04
9. N 0.04
10. C -0.22
11. C -0.03
12. C 0.02
13. C -0.66
14. C 0.02
15. C -0.12
16. C -0.63
17. C -0.38
18. C 0.02
19. C -0.66
20. H 0.09
21. H 0.11
22. H 0.12
23. H 0.09
24. H 0.14
25. H 0.13
26. H 0.09
27. H 0.09
28. H 0.09
29. H 0.09
30. H 0.09
31. H 0.09
32. H 0.14
33. H 0.09
34. H 0.09
35. H 0.09
36. H 0.09
37. H 0.08
38. H 0.09
39. H 0.10